# 1
{
  "formula": "C72H189N15O21",
  "method": "ωB97M-V/def2-TZVPD",
  "elements": ["C", "C", "C", "O", "C", "N", "H", "H", "H", "H", "H", "H", "H", "H", "H", "H", "H", "C", "C", "C", "O", "C", "N", "H", "H", "H", "H", "H", "H", "H", "H", "H", "H", "H", "C", "C", "C", "O", "C", "N", "H", "H", "H", "H", "H", "H", "H", "H", "H", "H", "H", "C", "C", "C", "O", "C", "N", "H", "H", "H", "H", "H", "H", "H", "H", "H", "H", "H", "C", "C", "C", "O", "C", "N", "H", "H", "H", "H", "H", "H", "H", "H", "H", "H", "H", "C", "C", "C", "O", "C", "N", "H", "H", "H", "H", "H", "H", "H", "H", "H", "H", "H", "C", "C", "C", "O", "C", "N", "H", "H", "H", "H", "H", "H", "H", "H", "H", "H", "H", "C", "C", "C", "O", "C", "N", "H", "H", "H", "H", "H", "H", "H", "H", "H", "H", "H", "C", "C", "C", "O", "C", "N", "H", "H", "H", "H", "H", "H", "H", "H", "H", "H", "H", "C", "O", "C", "C", "N", "C", "C", "O", "C", "H", "H", "H", "H", "H", "H", "H", "H", "H", "H", "H", "H", "H", "H", "H", "C", "O", "C", "C", "N", "C", "C", "O", "C", "H", "H", "H", "H", "H", "H", "H", "H", "H", "H", "H", "H", "H", "H", "H", "C", "O", "C", "C", "N", "C", "C", "O", "C", "H", "H", "H", "H", "H", "H", "H", "H", "H", "H", "H", "H", "H", "H", "H", "C", "O", "C", "C", "N", "C", "C", "O", "C", "H", "H", "H", "H", "H", "H", "H", "H", "H", "H", "H", "H", "H", "H", "H", "C", "O", "C", "C", "N", "C", "C", "O", "C", "H", "H", "H", "H", "H", "H", "H", "H", "H", "H", "H", "H", "H", "H", "H", "C", "O", "C", "C", "N", "C", "C", "O", "C", "H", "H", "H", "H", "H", "H", "H", "H", "H", "H", "H", "H", "H", "H", "H"],
  "xyz": [[8.034, 1.506, 1.855], [7.795, 0.448, 0.846], [8.928, -0.572, 0.917], [10.166, 0.003, 0.529], [10.191, 0.090, -0.899], [6.562, -0.223, 1.067], [8.968, 2.010, 1.693], [8.036, 1.017, 2.885], [7.234, 2.278, 1.894], [7.766, 0.963, -0.159], [8.753, -1.462, 0.297], [9.237, -0.886, 1.923], [9.583, 0.864, -1.349], [9.855, -0.860, -1.317], [11.220, 0.213, -1.300], [6.362, -0.656, 0.169], [5.859, 0.407, 1.357], [-1.773, -0.832, 3.308], [-1.343, -1.704, 4.508], [-1.168, -0.757, 5.744], [-0.840, -1.403, 7.005], [-1.076, -0.550, 8.124], [-2.241, -2.881, 4.656], [-2.062, -1.449, 2.508], [-0.907, -0.216, 3.117], [-2.589, -0.115, 3.589], [-0.324, -2.099, 4.270], [-2.080, -0.142, 5.824], [-0.332, -0.042, 5.502], [-2.039, 0.072, 8.041], [-0.235, 0.113, 8.318], [-1.135, -1.276, 8.998], [-3.224, -2.472, 4.654], [-2.162, -3.195, 5.618], [-0.847, 7.276, 1.328], [0.657, 7.151, 1.121], [1.029, 5.881, 0.336], [0.525, 4.711, 0.957], [1.314, 3.621, 0.413], [1.258, 8.333, 0.491], [-0.979, 8.118, 2.010], [-1.319, 6.393, 1.684], [-1.345, 7.403, 0.362], [1.035, 7.069, 2.134], [2.102, 5.980, 0.349], [0.651, 5.889, -0.673], [2.360, 3.773, 0.661], [1.194, 3.583, -0.672], [1.050, 2.701, 0.881], [0.778, 8.509, -0.456], [1.207, 9.172, 0.984], [-4.458, -3.899, 1.467], [-3.370, -4.871, 1.139], [-3.084, -5.071, -0.324], [-4.241, -5.393, -1.034], [-4.037, -5.323, -2.390], [-2.093, -4.311, 1.694], [-5.358, -4.247, 0.876], [-4.060, -2.936, 1.152], [-4.638, -3.792, 2.531], [-3.585, -5.881, 1.522], [-2.270, -5.759, -0.511], [-2.755, -4.063, -0.618], [-5.010, -5.402, -2.878], [-3.354, -6.071, -2.717], [-3.568, -4.375, -2.760], [-2.201, -4.031, 2.700], [-1.343, -4.902, 1.553], [-3.801, 3.712, -3.025], [-2.388, 3.313, -2.675], [-1.585, 4.500, -2.067], [-1.694, 5.407, -3.053], [-0.886, 6.514, -2.882], [-2.256, 2.157, -1.757], [-3.914, 4.580, -3.696], [-4.396, 3.996, -2.120], [-4.328, 2.822, -3.423], [-1.937, 3.039, -3.638], [-0.563, 4.169, -1.870], [-1.949, 4.857, -1.033], [-1.133, 7.011, -1.971], [-1.151, 7.155, -3.709], [0.198, 6.243, -2.906], [-3.072, 1.445, -1.849], [-2.336, 2.431, -0.810], [1.861, -2.813, 2.397], [3.175, -3.593, 2.198], [4.510, -2.862, 2.585], [4.539, -2.548, 3.933], [5.695, -1.874, 4.419], [3.195, -4.888, 3.004], [0.997, -3.431, 2.290], [1.919, -1.970, 1.732], [1.974, -2.300, 3.366], [3.303, -3.928, 1.167], [4.567, -1.938, 1.976], [5.286, -3.579, 2.333], [6.457, -2.486, 4.787], [5.375, -1.213, 5.251], [6.178, -1.257, 3.578], [3.046, -4.622, 3.980], [2.294, -5.316, 2.754], [3.795, 2.382, 3.489], [3.067, 1.059, 3.639], [2.402, 0.833, 5.021], [3.282, 1.204, 6.052], [2.692, 1.149, 7.369], [2.017, 0.996, 2.660], [2.969, 3.077, 3.464], [4.286, 2.430, 2.521], [4.465, 2.655, 4.320], [3.769, 0.246, 3.451], [2.094, -0.208, 5.063], [1.447, 1.359, 5.177], [2.588, 0.052, 7.637], [1.716, 1.632, 7.448], [3.377, 1.577, 8.106], [1.449, 0.121, 2.757], [2.361, 1.043, 1.725], [3.533, -2.719, -1.667], [4.642, -3.783, -1.650], [5.867, -3.271, -0.880], [6.474, -2.173, -1.524], [7.156, -2.331, -2.770], [4.077, -4.973, -0.980], [3.383, -2.398, -0.643], [2.573, -3.135, -2.013], [3.862, -1.914, -2.395], [4.879, -3.857, -2.721], [6.579, -4.098, -0.652], [5.685, -2.872, 0.138], [6.435, -2.718, -3.494], [7.934, -3.083, -2.613], [7.525, -1.353, -3.076], [4.680, -5.796, -1.132], [3.151, -5.241, -1.312], [-7.646, 1.830, 3.955], [-7.896, 0.379, 3.467], [-6.762, -0.043, 2.561], [-6.835, 0.570, 1.265], [-5.670, 0.316, 0.556], [-8.078, -0.406, 4.676], [-8.378, 2.212, 4.569], [-7.551, 2.534, 3.160], [-6.647, 1.898, 4.503], [-8.814, 0.464, 2.926], [-6.784, -1.154, 2.415], [-5.818, 0.381, 3.011], [-5.525, -0.732, 0.186], [-4.688, 0.555, 1.119], [-5.761, 0.991, -0.325], [-8.161, -1.436, 4.602], [-7.509, -0.017, 5.430], [-5.329, -0.448, -3.083], [-4.128, -0.457, -2.354], [-3.690, -1.623, -1.676], [-2.621, -1.300, -0.678], [-1.265, -1.005, -1.252], [-0.204, -0.755, -0.273], [0.993, -0.121, -1.059], [2.143, 0.209, -0.287], [3.065, 0.850, -1.083], [-5.563, 0.602, -3.348], [-6.162, -0.860, -2.479], [-5.173, -1.088, -3.999], [-3.259, -2.296, -2.382], [-4.534, -2.090, -1.115], [-2.446, -2.138, 0.054], [-2.849, -0.419, -0.026], [-1.307, -0.195, -1.832], [0.092, -1.753, 0.286], [-0.419, 0.009, 0.501], [0.664, 0.762, -1.626], [1.278, -0.863, -1.797], [2.739, 1.818, -1.362], [3.133, 0.259, -1.994], [3.976, 0.975, -0.592], [-8.227, 3.569, 0.507], [-8.764, 2.527, -0.304], [-8.239, 2.327, -1.583], [-8.776, 1.039, -2.115], [-8.244, -0.137, -1.377], [-8.964, -1.378, -1.554], [-8.316, -2.561, -0.854], [-8.317, -2.536, 0.552], [-9.619, -2.764, 0.998], [-7.176, 3.522, 0.434], [-8.569, 3.387, 1.514], [-8.641, 4.516, 0.120], [-7.087, 2.300, -1.509], [-8.474, 3.192, -2.260], [-8.444, 0.961, -3.148], [-9.915, 1.179, -1.983], [-8.300, 0.042, -0.376], [-9.010, -1.725, -2.637], [-9.986, -1.162, -1.338], [-7.265, -2.652, -1.055], [-8.741, -3.527, -1.232], [-9.550, -3.094, 2.084], [-10.181, -3.527, 0.459], [-10.204, -1.801, 1.020], [6.515, 2.126, -2.435], [5.909, 2.539, -1.213], [6.430, 3.821, -0.913], [5.759, 4.942, -1.677], [4.290, 4.930, -1.379], [3.506, 5.754, -2.343], [2.916, 4.884, -3.437], [1.985, 3.994, -2.891], [1.231, 3.325, -3.790], [7.594, 1.900, -2.176], [6.443, 2.845, -3.301], [6.054, 1.285, -2.890], [7.533, 3.920, -0.994], [6.242, 4.001, 0.128], [5.943, 5.014, -2.767], [6.112, 5.924, -1.308], [3.908, 3.995, -1.359], [4.114, 6.588, -2.732], [2.646, 6.130, -1.847], [3.741, 4.308, -3.897], [2.377, 5.530, -4.197], [0.453, 2.879, -3.248], [1.841, 2.609, -4.291], [0.792, 3.922, -4.564], [7.363, -6.736, -3.150], [5.976, -7.003, -3.169], [5.501, -7.130, -4.489], [4.062, -7.515, -4.508], [3.220, -6.306, -4.457], [1.851, -6.693, -4.285], [1.058, -5.477, -3.811], [1.187, -5.278, -2.461], [0.260, -4.333, -2.008], [7.615, -5.915, -3.773], [7.900, -7.621, -3.570], [7.688, -6.573, -2.116], [6.135, -7.823, -5.000], [5.675, -6.175, -4.901], [3.735, -8.232, -3.727], [3.790, -8.041, -5.428], [3.542, -5.970, -3.552], [1.687, -7.576, -3.685], [1.417, -6.964, -5.270], [-0.009, -5.519, -3.977], [1.396, -4.556, -4.312], [0.529, -3.273, -2.239], [0.264, -4.379, -0.876], [-0.746, -4.546, -2.345], [-3.905, 4.314, 8.067], [-3.379, 2.974, 7.889], [-3.605, 2.409, 6.632], [-2.698, 2.857, 5.516], [-2.943, 2.265, 4.213], [-1.879, 2.551, 3.272], [-2.217, 2.101, 1.836], [-3.381, 2.810, 1.441], [-3.404, 4.217, 1.337], [-4.925, 4.276, 8.416], [-3.937, 4.884, 7.154], [-3.346, 4.760, 8.886], [-4.624, 2.580, 6.265], [-3.551, 1.315, 6.706], [-1.657, 2.670, 5.924], [-2.609, 3.972, 5.378], [-3.816, 2.669, 3.927], [-0.942, 2.086, 3.548], [-1.626, 3.633, 3.086], [-2.464, 1.042, 1.718], [-1.359, 2.393, 1.290], [-2.470, 4.598, 1.006], [-3.718, 4.659, 2.355], [-4.222, 4.476, 0.597], [-3.124, 1.116, -6.634], [-2.198, 0.037, -6.581], [-1.705, -0.226, -5.276], [-0.424, -1.020, -5.261], [0.600, -0.334, -6.059], [1.804, -1.173, -6.192], [2.659, -1.227, -4.903], [3.972, -1.725, -5.203], [3.960, -3.140, -5.431], [-3.112, 1.463, -7.627], [-2.776, 1.871, -5.937], [-4.092, 0.887, -6.233], [-2.409, -0.872, -4.631], [-1.565, 0.706, -4.696], [-0.652, -2.010, -5.702], [-0.111, -1.119, -4.216], [0.195, -0.048, -6.931], [2.514, -0.713, -6.869], [1.441, -2.203, -6.490], [2.145, -1.776, -4.033], [2.821, -0.252, -4.566], [3.308, -3.400, -6.293], [3.722, -3.710, -4.564], [5.014, -3.348, -5.770]],
  "fmax_ev_per_a": 3.93,
  "e_homo_ev": -8.6,
  "relative_energy_kj_mol": 109.7,
  "homo_lumo_gap_ev": 9.21
}



# 2
{
  "formula": "C4H8N4",
  "method": "ωB97M-V/def2-TZVPD",
  "elements": ["C", "C", "C", "C", "H", "H", "H", "H", "H", "H", "H", "H", "N", "N", "N", "N"],
  "xyz": [[-0.255, -0.446, -0.110], [-1.075, 0.810, -0.386], [0.226, 0.658, -1.148], [0.541, -0.311, 1.069], [-0.348, -2.716, -1.120], [-1.811, -1.946, -0.200], [-0.624, 1.640, 0.477], [-2.125, 0.822, -0.803], [0.289, 0.596, -2.304], [2.089, 1.389, -0.975], [1.619, 1.665, 1.569], [-0.237, -1.929, 1.988], [-0.923, -1.634, -0.657], [1.178, 1.405, -0.501], [1.141, 0.945, 0.891], [0.314, -0.947, 2.209]],
  "fmax_ev_per_a": 5.79,
  "e_homo_ev": -7.8,
  "relative_energy_kj_mol": 569.7,
  "homo_lumo_gap_ev": 8.62
}



What is the formula in the first record?
C72H189N15O21